Record 1
Formula: C47H74B9F36N9O3
Source: the OMol25 dataset
Level of theory: the ωB97M-V functional and the def2-TZVPD basis

Last column: Löwdin charge in e.
Geometry (Å):
F -7.58145 1.07753 -4.85918  0.07
F 10.71553 -0.49666 0.06683  0.08
F 10.32078 -2.10695 -1.49680  0.12
F 2.16529 8.49430 -5.12194  0.17
F 1.02697 -4.61284 3.22889  0.17
F 1.88006 0.96008 -15.53544  0.12
F -5.74587 -0.29238 6.74430  0.12
F -4.51167 10.19820 1.76674  0.10
F 2.92153 -7.72243 -5.70298  0.06
F -5.20378 1.00353 8.52774  0.04
F 0.42001 1.79811 -13.98687  0.10
F 11.66457 1.72384 -8.94177  0.19
F 8.60834 -1.17908 -0.40101  0.12
F -6.82823 0.75545 -2.63949  0.09
F 0.99797 -0.41293 -14.05193  0.10
F 1.45086 -6.45755 2.20930  0.10
F -4.05839 1.19853 6.56224  0.12
F 1.76469 -5.96358 -4.70547  0.11
F -4.20692 10.52114 3.96337  0.04
F -2.72443 11.25112 2.51985  0.15
F 0.63693 -7.76814 -5.38981  0.10
F 11.02921 0.07740 -7.58808  0.07
F 2.97262 -5.64739 3.70696  0.10
F -2.96914 8.99081 2.71282  0.13
F 1.71363 10.70682 -5.65769  0.10
F 0.58799 9.66461 -4.19085  0.15
F -6.10906 1.95923 6.77190  0.13
F 9.73383 0.05845 -1.85443  0.08
F 9.85511 1.98492 -7.89151  0.12
F -5.47630 1.37136 -4.34759  0.12
F 1.59457 -6.38013 -6.83716  0.16
F 0.36732 9.03998 -6.25402  0.11
F -7.00665 2.72717 -3.43542  0.14
F 2.63721 -4.60241 1.77642  0.12
F 2.41230 1.07065 -13.32182  0.10
F 11.85626 1.89040 -6.69830  0.09
O 9.33900 7.16153 -1.70962  0.20
O 8.24566 -7.84071 -3.63176  -0.17
O -12.26288 7.55239 0.43294  -0.21
N -8.60115 -7.95115 5.03345  -0.12
N 6.41045 -8.27919 -1.43763  0.24
N 3.36894 -0.84125 -5.49084  -0.08
N 10.79808 5.32161 -1.93506  0.12
N -0.64569 4.31580 9.21526  -0.07
N 4.82744 0.44545 7.29567  -0.08
N -13.56723 7.21138 -2.00858  0.25
N -6.00393 -5.52426 -1.05926  -0.06
N -1.25447 2.27724 -1.25494  -0.08
C 1.72382 0.60668 -3.83872  -0.15
C 0.83931 1.19408 -2.82851  -0.10
C 1.09965 2.77254 9.89392  0.08
C 2.83126 -0.05640 -3.29948  0.07
C 1.44032 0.50431 -5.18703  0.06
C 8.30334 5.06953 -1.53009  0.03
C -8.49357 -6.27884 3.39666  0.07
C 9.44067 5.99558 -1.79883  -0.42
C -0.84047 0.99998 -1.01198  0.01
C -7.47180 -8.53292 4.59411  0.07
C -6.87167 -7.98945 3.40420  0.07
C -1.83416 5.13887 9.57288  0.06
C -12.99591 5.98933 -1.27560  -0.28
C 3.91673 0.79557 6.40797  0.03
C 0.33008 2.53283 -3.01919  0.08
C 1.63348 2.89713 8.63564  -0.15
C -6.93154 -6.42765 1.40942  -0.08
C 2.24257 -0.28045 -5.97281  0.04
C -5.59325 -6.52618 1.06521  0.03
C -0.66227 3.07278 -2.19302  0.05
C 4.17959 -1.59741 -6.42486  0.04
C 8.38242 -7.87945 0.15251  -0.03
C -5.42966 -5.06525 -2.35242  0.06
C 4.71089 0.70966 8.65681  0.06
C -2.41490 2.75275 -0.42425  0.06
C -7.42071 -6.90168 2.75419  -0.12
C -0.04338 3.61268 10.17703  0.06
C -5.17708 -6.04529 -0.11970  0.03
C 2.75104 2.04455 8.18039  -0.10
C 3.70066 1.55241 9.11110  0.06
C -9.10885 -6.85076 4.52710  0.03
C -12.59420 4.78491 -2.16302  -0.02
C -11.17211 8.28845 1.01690  -0.07
C -0.04488 4.55102 8.06217  0.04
C -9.20661 -8.45602 6.20148  0.00
C 6.02243 -0.29280 6.81712  0.04
C -7.34270 -5.47678 -0.80908  0.03
C 1.10579 3.84463 7.79882  0.04
C 3.75545 -0.64725 -4.20895  0.07
C 2.89406 1.65301 6.82503  0.08
C 8.88390 -8.55427 -4.68715  -0.07
C -7.86094 -5.87872 0.41017  0.08
C -11.87396 6.35372 -0.26745  -0.16
C 11.57370 5.46715 -0.61743  0.05
C 0.23820 0.50545 -1.73177  0.05
C 7.76582 -7.61066 -1.24689  -0.28
C 8.66620 -8.16241 -2.31273  -0.22
B 2.02573 -5.33089 2.75375  -1.49
B -3.54755 10.21687 2.74081  -1.43
B -6.72562 1.46926 -3.81033  -1.43
B 11.11057 1.46621 -7.78173  -1.46
B -5.27851 0.93695 7.10525  -1.41
B 1.41897 0.88038 -14.25106  -1.42
B 9.84714 -0.96232 -0.91223  -1.40
B 1.72898 -6.95819 -5.64341  -1.42
B 1.26748 9.44804 -5.31036  -1.54
H 11.62037 6.49678 -0.26276  0.11
H -1.30387 0.38060 -0.25831  0.15
H -14.07299 7.72508 -1.30118  0.16
H 11.32252 4.72487 0.14022  0.11
H 9.66542 -7.76161 -2.14236  0.14
H -7.91006 -5.17834 -1.67824  0.15
H -12.46144 3.85149 -1.61603  0.10
H 11.29783 5.80031 -2.67073  0.18
H -8.85216 -9.45121 6.46998  0.11
H -12.83770 7.79436 -2.39332  0.18
H 12.55230 5.14314 -0.97164  0.11
H -8.75770 -7.91247 7.03282  0.13
H 1.96750 -0.40059 -7.01025  0.17
H 8.57617 -8.94253 0.29544  0.09
H -10.61772 8.82861 0.24945  0.10
H 8.98677 -9.17721 -2.07712  0.14
H -10.50369 7.65496 1.60000  0.10
H -2.41329 4.59750 10.32095  0.12
H 8.67439 -9.62323 -4.64814  0.09
H 6.02017 -1.28670 7.26463  0.12
H -6.24326 -4.66605 -2.95805  0.11
H 6.24126 -9.24973 -1.21512  0.18
H -8.92775 -5.88896 0.57814  0.13
H -4.84797 -5.77466 -2.94105  0.13
H 3.55651 1.79355 10.15392  0.13
H 0.59452 0.96304 -5.67750  0.15
H 4.16109 0.59088 5.37609  0.16
H -11.70547 5.06472 -2.72868  0.10
H 0.62829 -0.49305 -1.60055  0.13
H 5.47589 0.25488 9.26863  0.15
H 8.50986 4.59551 -0.57052  0.10
H 6.24198 -8.04689 -2.40601  0.16
H -11.51421 9.01276 1.75611  0.09
H -10.05969 -6.47842 4.87874  0.16
H -2.41654 5.41386 8.69349  0.12
H -1.86961 3.16809 0.42324  0.11
H 4.70235 -1.11440 -3.98188  0.16
H 3.56366 -2.10196 -7.16927  0.13
H -13.80815 5.72797 -0.59733  0.15
H -11.75770 5.49874 0.39857  0.14
H 10.72011 4.36123 -2.23785  0.18
H -4.13879 -5.93788 -0.39685  0.17
H -2.95051 3.49808 -1.01221  0.12
H 8.40799 -8.15654 -5.58349  0.10
H -4.94677 -7.06214 1.74435  0.14
H -2.98533 1.87656 -0.11604  0.11
H -0.47105 3.68065 11.16642  0.15
H -5.97702 -8.45658 3.01974  0.13
H -4.80823 -4.21127 -2.08292  0.12
H -0.96466 4.10958 -2.18940  0.16
H -10.91487 6.55818 -0.74331  0.14
H 4.95707 -0.90749 -6.75294  0.13
H 0.79720 3.20536 -3.72340  0.14
H 6.90754 0.28083 7.09217  0.12
H 5.66464 -7.80233 -0.95133  0.17
H 1.41368 2.12282 10.69745  0.13
H 3.16471 0.05171 -2.27795  0.14
H 2.18819 2.11327 6.14951  0.13
H 8.25813 4.31990 -2.32008  0.11
H 9.92948 -8.27060 -4.80708  0.10
H -9.00580 -5.41397 3.00164  0.14
H -1.50428 6.09139 9.98761  0.12
H 7.53109 -6.54624 -1.25044  0.17
H 6.07875 -0.37067 5.73138  0.11
H -10.29251 -8.45795 6.29603  0.13
H 7.64858 -7.53758 0.88237  0.08
H -14.31384 6.97900 -2.64787  0.17
H -13.41621 4.53381 -2.83335  0.08
H 4.58643 -2.44520 -5.87365  0.11
H 1.52580 4.00957 6.81759  0.14
H 9.23031 -7.25790 0.44036  0.10
H -7.02503 -9.34404 5.14989  0.16
H -0.55817 5.22603 7.39337  0.17
H 7.32564 5.55139 -1.53213  0.11

The total energy comes out at -6373.74560 Eh. The value obtained for the HOMO energy is -7.27 eV. For the LUMO energy, the calculation gives -5.657 eV.


Record 2
Formula: C25H26BrNiO2PS3Se2
Source: the OMol25 dataset
Level of theory: the ωB97M-V functional and the def2-TZVPD basis

Last column: Löwdin charge in e.
Geometry (Å):
Br 0.09178 -8.99462 -0.87345  0.68
Se -1.34948 -0.02755 3.46003  0.36
Se -3.27141 1.28759 0.51921  0.48
Ni 1.43648 -1.80647 -1.85619  -0.20
S 3.40891 -1.19553 -1.03480  0.94
S 2.00771 -1.50157 -3.85467  0.87
S 0.74451 0.34753 -1.98352  0.85
P -2.36738 1.54589 2.48973  0.03
O 1.05345 -2.54132 0.00721  -0.17
O 1.33077 -4.14112 1.53309  0.03
C -2.03264 4.13760 1.79048  -0.13
C 0.90714 -6.28315 -0.44497  -0.07
C -3.46843 2.93332 4.62743  -0.10
C 3.87622 -1.62858 -3.73809  -0.43
C -3.69666 2.00837 3.60673  -0.48
C 3.25884 0.55921 -0.57121  -0.47
C -6.03724 1.94857 4.19903  -0.08
C 4.50751 -1.07770 -2.48031  -0.46
C -1.25233 5.27268 1.41113  -0.07
C -4.95174 1.49124 3.42035  -0.13
C 0.10008 5.21736 1.59451  -0.10
C 2.17014 1.36375 -1.26379  -0.41
C 0.71767 4.12485 2.19099  -0.09
C 0.64234 0.81740 -3.76535  -0.46
C 1.18188 -3.78309 0.35958  -0.60
C -0.03602 3.06248 2.57526  -0.11
C 0.31697 -6.75023 -2.72147  -0.13
C 0.22624 -5.37573 -2.94935  -0.09
C 0.40742 -4.46964 -1.90810  -0.07
C 0.52229 -7.17283 -1.40008  -0.66
C -5.81584 2.97807 5.09597  -0.09
C -4.51705 3.40690 5.37952  -0.08
C 1.80434 0.17125 -4.46875  -0.50
C 0.95654 -4.86311 -0.67375  -0.08
C -1.39061 3.06073 2.25958  -0.47
H 0.00581 -5.01354 -3.99457  0.12
H 3.11026 0.49352 0.55801  0.11
H 4.25273 1.00293 -0.71963  0.08
H -7.03955 1.47307 4.08174  0.12
H 1.27069 -6.77412 0.44045  0.10
H -6.72589 3.37503 5.56933  0.11
H 5.33511 -1.73652 -2.24206  0.08
H 4.39099 -1.15432 -4.59955  0.10
H 3.99957 -2.69181 -3.80864  0.06
H 4.77307 -0.03390 -2.60376  0.08
H 2.63914 1.91663 -2.09857  0.08
H -2.41803 3.23958 4.86715  0.13
H -4.34729 4.12915 6.13221  0.09
H -1.73156 6.17563 0.98859  0.11
H 2.73943 0.70314 -4.45184  0.08
H 1.61385 2.05809 -0.62734  0.06
H 0.19706 -7.45675 -3.54851  0.10
H 1.58592 0.03444 -5.50915  0.07
H 0.42065 2.13936 2.95867  0.07
H -0.32335 0.32601 -4.04413  0.09
H -5.12815 0.81698 2.52633  0.08
H 1.78349 4.05846 2.21480  0.10
H -3.16167 4.09252 1.71151  0.12
H 0.63026 6.17178 1.47396  0.11
H 0.55495 1.92997 -3.75467  0.10
H 0.09007 -3.39784 -2.05226  0.09

As for the spin multiplicity: 3. The total energy comes out at -11539.75375 Eh. The value obtained for the HOMO energy (alpha / beta) is -7.79 / -7.54 eV. For the LUMO energy (alpha / beta), the calculation gives -0.107 / -2.757 eV.


Record 3
Formula: C3H9N3OS
Source: the OMol25 dataset
Level of theory: the ωB97M-V functional and the def2-TZVPD basis

Last column: Löwdin charge in e.
Geometry (Å):
S -1.81027 1.78490 -1.03530  0.69
O 0.89063 -0.09918 -1.93967  -0.02
N -0.68778 0.66017 -0.25736  -0.35
N 0.83659 -2.24607 0.41651  0.02
N -0.11827 -0.52131 2.17832  -0.09
C 0.47272 -0.03700 -0.71765  -0.44
C 1.24887 -0.32979 1.68629  -0.29
C 1.29787 -0.82136 0.24638  -0.35
H 0.51756 -2.54691 -0.59102  0.13
H -0.42950 -1.53153 2.11373  0.09
H -0.71893 0.56033 0.81536  0.06
H 1.36279 0.76560 1.52244  0.12
H 1.61174 -2.89361 0.71611  0.10
H -2.91822 0.97832 -1.43620  -0.12
H 2.32832 -0.69466 -0.16354  0.15
H 2.13432 -0.65537 2.26213  0.11
H -0.37917 0.13235 3.19078  0.20

The total energy comes out at -757.32376 Eh. The value obtained for the HOMO energy is -9.26 eV. The structure (SMILES) is NC[C@@H](N)C(=O)NS. For the LUMO energy, the calculation gives 0.636 eV.


Record 4
Formula: C36H33ClF5N2O3PS
Source: the OMol25 dataset
Level of theory: the ωB97M-V functional and the def2-TZVPD basis

Last column: Löwdin charge in e.
Geometry (Å):
Cl -1.03426 1.19486 0.70862  0.26
S -4.84545 0.34559 -1.96445  0.62
P -2.89855 0.28241 0.77932  0.62
F -5.55556 0.63297 -0.62979  -0.14
F 6.30486 0.36642 -0.25803  0.05
F 0.47273 2.71339 4.18138  0.05
F 3.75547 -3.33244 2.80080  0.04
F -7.25250 4.02244 -7.47575  0.05
O -4.17769 1.50720 -2.44100  -0.24
O -5.81640 -0.22594 -2.83825  -0.27
O -2.79902 -0.60060 2.14279  -0.36
N -0.73661 -3.91440 -1.54890  0.20
N -0.98182 -2.06236 0.60482  0.13
C 6.02942 -0.52228 2.77257  -0.09
C -0.80897 3.23990 6.08222  -0.02
C -3.07745 2.44729 6.21617  -0.10
C 8.57258 3.17799 -0.28886  -0.08
C -1.74196 1.92750 4.28405  -0.02
C 2.21854 -4.64127 -1.53277  -0.20
C 4.22680 -2.07153 2.92993  -0.29
C 1.14905 -4.95138 -0.46428  -0.12
C -1.78927 -2.01011 -0.49647  -0.22
C 6.39316 3.91695 0.40382  -0.08
C -8.85502 1.02427 -5.18448  -0.09
C -7.50273 1.32499 -5.08336  -0.07
C -2.01353 3.15040 6.76509  -0.09
C -3.51546 -1.84574 -2.71744  -0.04
C 3.36325 -1.07276 3.33209  -0.02
C -9.12584 2.75485 -6.83431  -0.02
C -1.68133 -2.92656 -1.54528  -0.19
C -9.66343 1.73672 -6.06006  -0.09
C -7.77914 3.03528 -6.72153  -0.29
C -0.69598 2.62688 4.85089  -0.28
C -0.09644 -3.00832 0.56273  -0.06
C 2.72119 -2.19512 -0.90281  -0.08
C 6.77078 1.62413 -0.13339  -0.30
C -2.93912 1.83501 4.97779  -0.07
C 3.26870 -3.62696 -1.08408  -0.24
C 7.72336 4.19615 0.12106  -0.10
C 5.90917 2.62378 0.27287  -0.03
C -6.95652 2.33646 -5.86112  -0.01
C -3.59461 -0.90162 -1.66644  -0.26
C -2.56627 -2.82951 -2.63728  0.02
C 8.09824 1.87998 -0.41395  -0.02
C 5.55386 -1.81912 2.65015  -0.01
C 3.84848 0.22002 3.46265  -0.07
C 0.05239 -3.92926 -0.51330  -0.26
C -2.76591 -0.97825 -0.56564  -0.30
C 5.17894 0.49606 3.18047  -0.10
H 3.41743 -1.43555 -1.23763  0.07
H -9.73858 3.32740 -7.51787  0.11
H 2.48440 -2.04939 0.14881  0.05
H 3.68480 -3.97086 -0.13855  0.10
H 1.78810 -2.08030 -1.45221  0.07
H 5.72977 4.70761 0.72733  0.11
H 5.55234 1.50696 3.27748  0.10
H -10.71608 1.50032 -6.14126  0.10
H 9.60847 3.39347 -0.51324  0.10
H 1.74644 -4.29607 -2.45019  0.11
H 3.18516 1.01244 3.78283  0.10
H -4.01357 2.37703 6.75375  0.10
H 0.03470 3.77675 6.49510  0.12
H 8.74649 1.07161 -0.72549  0.12
H -2.12067 3.63082 7.72826  0.10
H -4.19043 -1.77773 -3.55209  0.11
H -9.27892 0.23346 -4.57964  0.10
H 2.32695 -1.30788 3.53799  0.11
H -1.61894 1.46418 3.31480  0.04
H 0.58693 -3.09224 1.39750  0.12
H 1.59130 -5.00742 0.52520  0.11
H 4.06516 -3.59307 -1.82298  0.10
H 6.20089 -2.62890 2.33980  0.12
H -5.90452 2.58338 -5.80310  0.12
H 4.87395 2.38838 0.48262  0.12
H -2.48512 -3.55080 -3.43475  0.12
H 7.06483 -0.30612 2.54696  0.11
H -1.87318 -0.85819 2.27587  0.02
H -3.76365 1.28242 4.54749  0.10
H -6.87137 0.77334 -4.39816  0.07
H 0.70339 -5.89523 -0.76517  0.12
H 2.74238 -5.56056 -1.78935  0.11
H 8.09699 5.20638 0.22063  0.10

The total energy comes out at -3425.94917 Eh. The value obtained for the HOMO energy is -8.96 eV. The structure (SMILES) is CCCCc1cnc2c(P(O)Cl)c(S(=O)(=O)F)ccc2n1.Fc1ccccc1.Fc1ccccc1.Fc1ccccc1.Fc1ccccc1. For the LUMO energy, the calculation gives -1.212 eV.